Record 1
Formula: C25H25N2O2SSnTe
Source: OMol25
Level of theory: ωB97M-V/def2-TZVPD

Structure (ORCA input):
```
! RIJCOSX wB97M-V def2-TZVPD def2/J DEFGRID3
* xyz 1 1
Sn 0.082 -1.009 0.306
O -2.632 1.132 2.263
S -1.765 0.020 2.500
O -2.036 -1.268 1.862
N -0.267 0.262 1.929
C 0.536 1.396 2.067
C 0.388 2.432 2.947
C 1.344 3.475 2.989
C 2.433 3.483 2.167
C 2.601 2.437 1.227
C 3.691 2.359 0.332
C 3.784 1.328 -0.563
C 2.771 0.365 -0.588
N 1.745 0.400 0.243
C 1.644 1.414 1.170
C -1.638 -0.214 4.232
C -0.878 -1.272 4.726
C -0.786 -1.441 6.095
C -1.448 -0.565 6.950
C -2.205 0.480 6.445
C -2.305 0.665 5.072
H -0.459 2.458 3.619
H 1.202 4.277 3.700
H 3.167 4.276 2.215
H 4.452 3.129 0.364
H 4.609 1.250 -1.256
H 2.799 -0.445 -1.308
H -0.383 -1.955 4.048
H -0.207 -2.260 6.500
H -1.375 -0.705 8.021
H -2.725 1.149 7.117
H -2.901 1.464 4.652
C 1.008 -2.652 1.205
H 1.663 -3.197 0.530
H 0.193 -3.299 1.526
H 1.562 -2.266 2.057
C -0.195 -0.656 -7.481
C -0.510 -0.733 -6.012
C -0.704 0.418 -5.262
C -1.034 0.371 -3.911
C -1.209 1.670 -3.167
C -1.167 -0.886 -3.305
Te -2.026 -0.984 -1.389
C -0.935 -2.068 -4.025
C -1.016 -3.449 -3.424
C -0.611 -1.962 -5.373
H -0.092 0.376 -7.812
H -0.988 -1.121 -8.067
H 0.732 -1.183 -7.713
H -0.601 1.385 -5.740
H -0.909 2.506 -3.796
H -0.604 1.694 -2.258
H -2.243 1.834 -2.862
H -0.776 -3.455 -2.363
H -0.326 -4.119 -3.935
H -2.019 -3.869 -3.526
H -0.432 -2.870 -5.939
*
```

Computed properties:
**Lowest unoccupied orbital energy**: -3.77 eV
**ΔE to the lowest compared entry with this formula, charge and spin**: 2.5 kcal per mole
**Electronic energy**: -2107.97234 Eh
**HOMO**: -0.410 Ha

Löwdin atomic charge list, values in e, 2 entries: number 1, Sn, carries 1.013; number 2, O, carries -0.257

Record 2
Formula: C27H18ClN4O3PtS2Se
Source: OMol25
Level of theory: ωB97M-V/def2-TZVPD

Structure (ORCA input):
```
! RIJCOSX wB97M-V def2-TZVPD def2/J DEFGRID3
* xyz -1 3
Pt -0.087 0.180 -0.127
Se -0.347 4.054 6.514
N -1.597 3.577 5.305
C -0.982 2.918 4.364
C -1.647 2.354 3.198
C -3.014 2.398 3.011
C -3.585 1.814 1.885
C -2.749 1.200 0.958
N -1.438 1.151 1.102
C -0.849 1.689 2.227
C 0.522 1.507 2.392
N 1.193 0.768 1.437
C 2.499 0.599 1.538
C 3.250 1.132 2.582
C 2.593 1.846 3.579
C 1.227 2.035 3.511
C 0.467 2.755 4.523
N 0.995 3.281 5.592
H -3.625 2.887 3.760
H -4.652 1.820 1.720
H -3.145 0.743 0.061
H 2.963 0.011 0.756
H 4.315 0.956 2.618
H 3.134 2.249 4.427
S 1.531 -0.765 -1.451
C 0.973 -0.486 -3.084
C 1.735 -0.923 -4.175
C 1.299 -0.716 -5.469
C 0.085 -0.068 -5.705
C -0.677 0.360 -4.635
C -0.240 0.154 -3.324
S -1.225 0.715 -1.987
H 2.676 -1.426 -3.986
H 1.903 -1.057 -6.302
H -0.259 0.101 -6.718
H -1.622 0.865 -4.799
C 3.667 -4.023 2.162
C 3.197 -3.071 3.223
C 4.085 -2.346 3.998
C 3.620 -1.454 4.954
Cl 4.774 -0.537 5.899
C 2.270 -1.257 5.141
C 1.361 -1.972 4.368
C 1.822 -2.886 3.430
O 1.015 -3.666 2.672
C -0.377 -3.371 2.686
C -0.699 -1.969 2.138
O -1.453 -1.246 2.785
O -0.136 -1.752 1.012
H 4.756 -4.060 2.134
H 3.296 -3.717 1.181
H 3.283 -5.030 2.339
H 5.152 -2.469 3.852
H 1.917 -0.536 5.866
H 0.302 -1.789 4.490
H -0.789 -3.470 3.692
H -0.818 -4.119 2.031
*
```

Computed properties:
**Lowest unoccupied orbital energy (alpha / beta)**: 2.01 / 1.59 eV
**ΔE to the lowest compared entry with this formula, charge and spin**: 6.5 kcal per mole
**Electronic energy**: -5261.91936 Eh
**<S²>**: 2.047
**HOMO (alpha / beta)**: -0.100 / -0.186 Ha

Löwdin atomic charge list, values in e, 2 entries: number 1, Pt, carries 0.912; number 2, Se, carries 0.983

Record 3
Formula: C16H32CuFO8
Source: OMol25
Level of theory: ωB97M-V/def2-TZVPD

Structure (ORCA input):
```
! RIJCOSX wB97M-V def2-TZVPD def2/J DEFGRID3
* xyz 1 2
Cu -2.148 0.102 1.937
F -0.611 -0.144 0.810
O 0.911 4.010 -2.196
C 0.733 4.007 -3.364
O 0.778 2.921 -4.143
C 1.154 1.683 -3.474
C -0.113 0.993 -2.983
C 0.301 5.159 -4.177
H 1.863 1.883 -2.703
H 1.496 1.110 -4.354
H -0.764 0.996 -3.792
H -0.482 1.344 -2.072
H 0.172 -0.058 -2.804
H 1.090 5.910 -4.078
H -0.636 5.594 -3.761
H 0.145 4.875 -5.203
O -1.608 0.300 3.765
C -0.538 0.939 4.043
O -0.064 0.963 5.272
C -0.869 0.386 6.364
C -0.183 0.497 7.720
C 0.384 1.611 3.018
H -1.044 -0.629 5.986
H -1.792 0.939 6.262
H -0.994 0.504 8.458
H 0.337 1.471 7.813
H 0.561 -0.274 7.869
H -0.225 1.864 2.152
H 1.037 0.783 2.709
H 0.980 2.470 3.382
O 1.515 -3.387 -1.177
C 2.708 -3.396 -1.252
O 3.430 -2.417 -0.615
C 2.730 -1.459 0.208
C 2.493 -0.120 -0.532
C 3.503 -4.324 -2.045
H 3.430 -1.290 1.051
H 1.769 -1.867 0.545
H 3.385 0.465 -0.570
H 1.889 0.504 0.168
H 1.997 -0.181 -1.530
H 2.894 -5.102 -2.510
H 4.211 -4.844 -1.389
H 4.088 -3.864 -2.868
O -3.479 -0.479 0.873
C -3.519 -0.533 -0.381
O -2.705 -1.063 -1.156
C -1.603 -2.224 -0.976
C -1.688 -3.210 -2.117
C -4.634 0.254 -0.974
H -1.762 -2.596 0.010
H -0.720 -1.660 -0.891
H -1.161 -4.102 -1.786
H -1.221 -3.028 -3.102
H -2.724 -3.459 -2.282
H -4.535 1.222 -0.494
H -5.557 -0.260 -0.618
H -4.603 0.213 -2.044
*
```

Computed properties:
**Lowest unoccupied orbital energy (alpha / beta)**: -2.91 / -5.66 eV
**Electronic energy**: -2970.87299 Eh
**<S²>**: 0.754
**HOMO (alpha / beta)**: -0.447 / -0.447 Ha

Löwdin atomic charge list, values in e, 2 entries: number 1, Cu, carries 0.879; number 2, F, carries -0.390